15 unconnected molecules or ions with the total composition C44H104N14O15S, computed with wB97M-V/def2-TZVPD.

The HOMO energy comes out at -0.323 hartree. The energy comes out at -109729.91047 eV. The calculation puts the HOMO-LUMO gap at 9.0917 eV. The largest force on an atom is 0.0706 Eh/bohr.

Each line ends with the Löwdin charge.
Element x y z (Å)
C  5.11065  2.57009  -4.77330  0.02
C  3.85526  1.66889  -4.72768  -0.49
O  3.01318  1.87646  -3.82003  -0.04
N  3.76671  0.64413  -5.60055  0.05
C  2.65779  -0.31903  -5.44039  -0.03
H  5.85165  2.21890  -4.04814  0.07
H  4.74891  3.57233  -4.46515  0.09
H  5.55981  2.60661  -5.76227  0.07
H  4.41956  0.59258  -6.32245  0.11
H  1.65752  0.10498  -5.57957  0.07
H  2.73558  -0.62889  -4.40813  0.06
H  2.80445  -1.19819  -6.09254  0.10
C  -4.03166  0.09921  3.29405  0.01
C  -5.30610  0.27845  2.51922  -0.58
O  -6.06223  1.23928  2.72860  0.00
N  -5.50036  -0.69012  1.63379  0.06
C  -6.85777  -0.85466  1.07190  -0.02
H  -3.64304  -0.88326  3.10020  0.06
H  -4.24670  0.29877  4.35718  0.10
H  -3.20298  0.76027  3.06704  0.06
H  -4.96074  -1.54048  1.67308  0.07
H  -6.97510  -0.94871  0.02063  0.04
H  -7.29242  0.11106  1.33753  0.07
H  -7.44108  -1.59024  1.58955  0.08
C  0.10689  4.93365  4.42455  -0.01
C  0.99973  3.77658  4.00546  -0.54
O  1.37122  2.94451  4.85772  -0.02
N  1.45460  3.79987  2.73461  0.05
C  2.38297  2.73165  2.21792  -0.02
H  0.11024  5.04595  5.52434  0.09
H  -0.91939  4.68199  4.14384  0.08
H  0.39680  5.89181  3.92099  0.09
H  1.15037  4.42725  2.04519  0.06
H  3.10874  2.56326  3.01178  0.08
H  2.90349  3.24792  1.43432  0.04
H  1.82188  1.81153  1.91977  0.08
C  0.88776  -4.27641  4.21080  0.01
C  1.25524  -4.84730  2.85038  -0.55
O  0.54971  -5.74395  2.42129  0.02
N  2.44942  -4.42779  2.35244  0.02
C  2.99532  -4.96995  1.11673  -0.06
H  -0.20944  -4.20107  4.20554  0.06
H  1.31120  -3.29050  4.42004  0.06
H  1.10505  -5.04690  4.89786  0.07
H  2.90613  -3.67339  2.82980  0.09
H  2.20224  -5.27800  0.45985  0.05
H  3.67624  -5.82524  1.30022  0.09
H  3.63466  -4.16153  0.68015  0.09
C  4.34385  0.01882  1.93724  0.01
C  3.69160  -0.70166  3.11719  -0.52
O  2.90995  -1.61916  3.01638  0.02
N  4.18521  -0.29470  4.28953  0.02
C  3.92782  -0.89252  5.54624  -0.06
H  5.34390  -0.39065  1.89019  0.09
H  4.42482  1.12622  2.11268  0.07
H  3.89489  -0.13355  0.96352  0.05
H  4.81929  0.45703  4.20207  0.13
H  4.51032  -1.76688  5.73175  0.08
H  2.87857  -1.24310  5.60164  0.08
H  3.96904  -0.12235  6.34843  0.11
C  -0.64424  3.93472  -0.47890  0.01
C  -0.76550  5.32565  0.11840  -0.51
O  0.14257  5.70788  0.87130  0.00
N  -1.69317  6.16336  -0.37743  0.02
C  -1.91094  7.51172  0.11030  -0.06
H  -1.41179  3.64810  -1.18841  0.07
H  -0.64427  3.17717  0.25281  0.05
H  0.35950  3.89699  -0.99714  0.09
H  -2.40574  5.82014  -1.01321  0.14
H  -2.61622  7.54872  0.94786  0.09
H  -2.30269  8.07783  -0.71156  0.08
H  -1.03781  7.98080  0.50966  0.07
C  -3.37469  1.95036  0.30554  0.04
C  -4.53319  1.95091  -0.70943  -0.52
O  -4.30502  1.95240  -1.91469  0.00
N  -5.77377  1.92192  -0.17944  0.05
C  -7.02674  2.27786  -0.91231  -0.04
H  -3.76125  1.84970  1.31841  0.05
H  -2.79764  2.85786  0.10401  0.06
H  -2.76421  1.04747  0.11872  0.08
H  -5.84942  1.94805  0.80668  0.07
H  -7.15003  3.32257  -1.24805  0.09
H  -7.83920  1.99374  -0.25037  0.08
H  -7.09982  1.73476  -1.85125  0.06
C  -6.51883  -1.13815  -2.54983  0.00
C  -5.17182  -1.83314  -2.32717  -0.50
O  -4.98270  -3.04447  -2.26977  0.01
N  -4.14850  -0.89601  -2.30963  0.02
C  -2.74354  -1.11204  -2.07444  -0.07
H  -6.48052  -0.23241  -1.98155  0.03
H  -7.29068  -1.80294  -2.18362  0.08
H  -6.69847  -0.90274  -3.57963  0.08
H  -4.41739  0.06679  -2.55222  0.10
H  -2.27772  -0.25080  -1.62556  0.05
H  -2.20752  -1.33635  -2.96262  0.06
H  -2.62750  -1.93863  -1.37375  0.08
C  0.37816  -4.15927  -1.43841  0.01
C  0.39020  -3.57048  -2.80252  -0.49
O  1.38907  -3.04350  -3.32247  -0.02
N  -0.81840  -3.61252  -3.49478  0.00
C  -2.03947  -4.30260  -3.19781  -0.10
H  0.23610  -5.21086  -1.43769  0.09
H  -0.39085  -3.73083  -0.82848  0.08
H  1.26586  -3.89673  -0.92924  0.05
H  -0.61513  -3.43176  -4.48092  0.14
H  -2.96843  -3.77356  -3.49024  0.07
H  -2.20684  -4.32193  -2.08182  0.09
H  -2.01725  -5.31216  -3.60784  0.08
C  5.36888  1.15103  -1.28802  0.00
C  4.76779  2.39364  -0.68704  -0.50
O  5.08615  2.73732  0.46978  -0.01
N  3.90381  3.15971  -1.39766  0.04
C  3.38991  4.42823  -0.94614  -0.06
H  4.72475  0.68329  -2.01381  0.05
H  5.52764  0.43088  -0.51738  0.06
H  6.29478  1.27939  -1.83578  0.09
H  3.69632  2.85087  -2.36616  0.09
H  3.26136  4.48530  0.09824  0.04
H  2.39661  4.61300  -1.29945  0.06
H  4.01205  5.30932  -1.08948  0.09
C  1.78393  -0.64157  -0.89602  0.02
C  0.72270  -0.16190  0.02460  -0.55
O  -0.25147  0.42240  -0.44269  0.02
N  0.93137  -0.33693  1.34057  0.02
C  0.00940  0.07051  2.38123  -0.05
H  2.12997  0.24332  -1.47014  0.09
H  1.42934  -1.34065  -1.65026  0.06
H  2.65582  -1.11696  -0.33901  0.09
H  1.75717  -0.81372  1.62863  0.06
H  0.58136  0.25716  3.27386  0.06
H  -0.71905  -0.73668  2.58268  0.08
H  -0.49803  1.01423  2.07743  0.09
C  -2.29320  -3.88527  2.67521  0.01
C  -3.50327  -4.07158  1.73698  -0.50
O  -4.10784  -3.10349  1.22599  -0.01
N  -3.75849  -5.33686  1.43866  0.02
C  -4.91531  -5.77610  0.64642  -0.04
H  -2.68038  -3.83049  3.69712  0.10
H  -1.82696  -2.93777  2.37223  0.08
H  -1.72345  -4.75899  2.59633  0.03
H  -3.24950  -6.08717  1.93074  0.16
H  -5.13804  -5.10965  -0.15204  0.06
H  -5.77762  -5.89925  1.29789  0.09
H  -4.62200  -6.69895  0.15877  0.08
C  5.44054  -2.03411  -2.64826  -0.02
C  5.53910  -3.49216  -2.81932  -0.55
O  6.61629  -4.07994  -2.75181  0.04
N  4.33288  -4.10236  -3.02907  -0.01
C  4.28328  -5.47417  -3.33347  -0.10
H  6.37013  -1.70003  -2.20160  0.08
H  4.65136  -1.62578  -2.11574  0.03
H  5.45826  -1.47368  -3.63913  0.11
H  3.45662  -3.55744  -3.12618  0.11
H  3.37186  -5.67135  -3.87547  0.08
H  4.29987  -6.09496  -2.42214  0.09
H  5.13388  -5.70073  -4.00665  0.10
C  -0.15571  1.58942  -4.00798  0.00
C  0.29791  2.63069  -5.10169  -0.51
O  0.19238  2.36685  -6.30888  0.01
N  0.60880  3.87937  -4.62811  -0.01
C  1.07243  4.93258  -5.51775  -0.08
H  -1.01078  2.02555  -3.44444  0.08
H  0.63242  1.39530  -3.30148  0.04
H  -0.45825  0.64436  -4.47840  0.08
H  1.02511  3.83258  -3.71081  0.11
H  0.64334  4.79362  -6.50517  0.08
H  2.17562  4.95170  -5.62075  0.08
H  0.78656  5.88806  -4.96406  0.10
C  -1.80818  1.93989  6.13822  -0.25
S  -1.34716  0.54397  7.19558  0.84
O  -2.40272  -0.53659  7.18538  -0.57
C  -0.11661  -0.08118  5.99125  -0.26
H  -2.17644  1.59329  5.17913  0.04
H  -0.92703  2.56210  5.92619  0.04
H  -2.56264  2.48493  6.64293  0.04
H  -0.78764  -0.41273  5.17625  0.04
H  0.40420  -0.98209  6.31050  0.04
H  0.55003  0.72596  5.72609  0.02



9 unconnected molecules or ions with the total composition C44H106N8O4, computed with wB97M-V/def2-TZVPD.

The HOMO energy comes out at -0.279 hartree. Its structure (SMILES) is CCN(CC)CC.CCN(CC)CC.CCN(CC)CC.CCN(CC)CC.CCN(CC)CC.CCN(CC)CC.O=C1CCCO1.CC(N)=O.CC(N)=O. The energy comes out at -67454.01077 eV. The calculation puts the HOMO-LUMO gap at 8.1119 eV. The largest force on an atom is 0.0829 Eh/bohr.

Each line ends with the Löwdin charge.
Element x y z (Å)
C  0.41934  4.59974  -3.91776  -0.07
C  0.93132  3.92293  -2.65683  -0.28
N  2.10967  3.07929  -2.79767  -0.17
C  3.24800  3.83704  -3.34858  -0.25
C  3.63180  5.04184  -2.50804  -0.08
C  1.75961  1.91953  -3.67323  -0.22
C  2.85065  0.77749  -3.44371  -0.07
H  -0.20314  5.43543  -3.59803  0.08
H  -0.05283  3.90665  -4.61402  0.06
H  1.26092  4.95413  -4.51295  0.06
H  1.17946  4.66430  -1.89730  0.09
H  0.17255  3.24185  -2.27148  0.11
H  3.03433  4.21377  -4.34884  0.10
H  4.11953  3.18344  -3.38519  0.11
H  2.83364  5.78299  -2.46621  0.07
H  4.37459  5.65596  -3.01718  0.08
H  3.91501  4.77298  -1.49040  0.05
H  0.83032  1.39447  -3.45221  0.09
H  1.60272  2.09627  -4.73730  0.11
H  3.00925  0.66193  -2.37153  0.04
H  2.58412  -0.15452  -3.94213  0.07
H  3.81525  0.99216  -3.90369  0.05
C  -1.83127  -7.13565  1.33677  -0.08
C  -2.34238  -5.69454  1.33689  -0.29
N  -1.27126  -4.74775  1.56991  -0.20
C  -1.01057  -4.65634  3.03010  -0.22
C  0.14093  -3.67011  3.47543  -0.07
C  -1.36737  -3.47650  0.86805  -0.24
C  -2.50900  -2.62707  1.38485  -0.07
H  -1.27090  -7.30973  2.25534  0.06
H  -1.38622  -7.51420  0.41659  0.07
H  -2.73382  -7.72522  1.49777  0.06
H  -2.87368  -5.41019  0.42862  0.11
H  -3.22094  -5.61601  1.97727  0.11
H  -1.89467  -4.37984  3.60457  0.11
H  -0.62634  -5.63781  3.30790  0.10
H  -0.11581  -2.63907  3.23221  0.04
H  0.21934  -3.96081  4.52302  0.08
H  1.09315  -3.80217  2.96168  0.06
H  -1.66586  -3.79027  -0.13223  0.12
H  -0.36825  -3.04185  0.89849  0.10
H  -2.39839  -2.46500  2.45705  0.07
H  -3.49228  -3.01070  1.11269  0.08
H  -2.47081  -1.66927  0.86595  0.05
C  3.90596  1.92248  0.85451  -0.07
C  3.18829  3.28069  0.86193  -0.28
N  2.68282  3.56622  2.13002  -0.21
C  3.57459  3.88051  3.24851  -0.22
C  3.76779  2.65894  4.22103  -0.07
C  1.50609  4.51248  1.96048  -0.21
C  0.40792  4.16255  2.97539  -0.09
H  4.93704  1.92954  1.20796  0.07
H  4.00700  1.45261  -0.12381  0.05
H  3.38353  1.19098  1.47102  0.05
H  3.71130  4.14360  0.44967  0.11
H  2.32174  3.02096  0.25389  0.10
H  4.56455  4.12912  2.86607  0.11
H  3.22209  4.78993  3.73513  0.10
H  4.21835  1.89647  3.58563  0.04
H  4.44786  3.02783  4.98884  0.07
H  2.83440  2.32517  4.67433  0.07
H  1.05915  4.49515  0.96648  0.10
H  1.90441  5.52473  2.02966  0.11
H  0.05408  3.13175  2.99388  0.04
H  -0.48009  4.76685  2.79005  0.07
H  0.74744  4.44030  3.97323  0.06
C  -2.70484  -3.34581  -6.94508  -0.10
C  -2.46861  -2.43594  -5.80413  -0.30
N  -2.50961  -1.01343  -6.09744  -0.18
C  -3.75195  -0.50592  -6.74383  -0.24
C  -5.00966  -0.36367  -5.90130  -0.09
C  -1.96490  -0.20281  -4.99006  -0.27
C  -1.91007  1.23904  -5.34603  -0.10
H  -2.17777  -2.84495  -7.75713  0.08
H  -3.77537  -3.52159  -7.05075  0.08
H  -2.08790  -4.22398  -6.75450  0.07
H  -3.21451  -2.58168  -5.02279  0.11
H  -1.49895  -2.66562  -5.36244  0.12
H  -3.47569  0.47658  -7.12654  0.10
H  -3.96080  -1.19180  -7.56483  0.10
H  -4.89447  -0.96862  -5.00193  0.07
H  -5.08312  0.68739  -5.62207  0.05
H  -5.97172  -0.47693  -6.40100  0.07
H  -1.00171  -0.53859  -4.60587  0.11
H  -2.54607  -0.27283  -4.07059  0.10
H  -1.46591  1.86836  -4.57481  0.05
H  -2.93709  1.60415  -5.33992  0.06
H  -1.30544  1.42273  -6.23417  0.09
C  -8.18092  1.83247  -0.88663  -0.11
C  -7.08125  1.62964  -1.89141  -0.25
N  -5.89610  1.28020  -1.09325  -0.18
C  -4.62197  1.38891  -1.84444  -0.25
C  -4.26526  2.85613  -1.96063  -0.09
C  -6.00255  -0.04923  -0.45256  -0.22
C  -5.00188  -0.10428  0.78388  -0.06
H  -7.78133  2.41877  -0.05917  0.08
H  -8.58808  0.91415  -0.46353  0.06
H  -9.08033  2.37563  -1.17666  0.07
H  -7.40054  0.87597  -2.61123  0.11
H  -6.90175  2.56787  -2.41639  0.11
H  -4.57499  0.94854  -2.84041  0.10
H  -3.78472  0.92661  -1.32157  0.09
H  -4.60624  3.32192  -1.03604  0.08
H  -4.62761  3.39860  -2.83387  0.07
H  -3.18957  2.91676  -1.79539  0.06
H  -6.98673  -0.19673  -0.00789  0.09
H  -5.95525  -0.93530  -1.08561  0.11
H  -5.15939  0.79677  1.37666  0.07
H  -5.16667  -0.99154  1.39520  0.07
H  -3.95779  -0.04988  0.47564  0.03
C  5.87117  -1.56528  6.50809  -0.08
C  5.74104  -1.19470  4.99995  -0.24
N  5.00197  -2.24434  4.26969  -0.17
C  5.54750  -2.53448  2.94884  -0.24
C  4.93152  -3.85346  2.41736  -0.08
C  3.52640  -2.10561  4.42101  -0.25
C  2.84332  -1.03624  3.64849  -0.09
H  6.16627  -0.75818  7.17861  0.07
H  6.58064  -2.39242  6.53229  0.07
H  4.85468  -1.80038  6.82365  0.05
H  5.23687  -0.23426  4.89288  0.09
H  6.78806  -1.22118  4.69805  0.10
H  5.42889  -1.83861  2.11830  0.09
H  6.59751  -2.71458  3.17939  0.11
H  5.43127  -4.07234  1.47373  0.05
H  5.15782  -4.73224  3.02122  0.08
H  3.86154  -3.83314  2.21046  0.06
H  3.13617  -1.93018  5.42352  0.11
H  3.09403  -3.08233  4.20382  0.09
H  2.98494  -1.14882  2.57361  0.07
H  3.32942  -0.09377  3.90060  0.04
H  1.79841  -1.03580  3.95874  0.07
O  -0.99322  -0.81213  -1.75418  0.10
C  -0.56589  -0.25742  -0.75622  -0.39
C  0.82287  -0.20025  -0.09179  -0.05
C  0.51347  0.18630  1.31732  -0.15
C  -0.86272  0.85799  1.17521  -0.19
O  -1.47160  0.50126  -0.02383  -0.01
H  1.22958  -1.20975  -0.03186  0.12
H  1.54398  0.42382  -0.61964  0.11
H  0.37525  -0.63848  2.01642  0.09
H  1.14466  0.94475  1.78041  0.10
H  -1.52907  0.49267  1.95663  0.11
H  -0.72157  1.93537  1.26132  0.11
C  -3.95641  1.88559  5.02785  -0.01
C  -2.84206  1.02104  4.75752  -0.69
N  -1.64374  1.51696  4.80305  0.19
O  -3.05754  -0.14725  4.46400  0.02
H  -3.72306  2.91563  5.29744  0.08
H  -4.53101  1.46521  5.85321  0.10
H  -4.62221  1.81559  4.16767  0.09
H  -1.40133  2.48209  4.97582  0.11
H  -0.97700  0.79749  4.56238  0.12
C  5.16728  -1.92141  -1.25956  0.01
C  4.29393  -3.19300  -1.26604  -0.59
N  4.89041  -4.35813  -1.38976  0.16
O  3.04890  -3.12612  -1.29474  0.00
H  4.61823  -1.07657  -1.67535  0.06
H  6.08079  -2.21682  -1.77563  0.07
H  5.46831  -1.54993  -0.28003  0.06
H  4.42541  -5.24148  -1.23622  0.12
H  5.89684  -4.38482  -1.47031  0.10